# C50H108N4O15

A 9-piece molecular cluster, C50H108N4O15 overall at a distorted geometry (the ωB97M-V functional and the def2-TZVPD basis, OMol25).

Calculated values
ΔE to the lowest compared entry with this formula, charge and spin ... 0.000 eV
Multiplicity ... 1
SMILES ... CC1(C)CCCC(C)(C)N1O.CC1(C)CCCC(C)(C)N1O.CC1(C)CCCC(C)(C)N1O.CC1(C)CCCC(C)(C)N1O.CCOC(=O)OC.CCOC(=O)OC.CCOC(=O)OC.CO.CO
HOMO ... -8.3 eV
E_tot ... -3317.25872 Ha

Last column: Mulliken charge in e.
Geometry (Å):
C1 22.711 20.934 13.439  -0.742
O1 21.433 20.567 12.998  -0.502
H1 23.172 21.624 12.718  0.282
H2 22.719 21.508 14.435  0.263
H3 23.344 20.041 13.643  0.178
H4 20.805 21.011 13.554  0.126
C2 18.909 17.981 11.742  1.044
O2 19.551 17.068 10.993  -0.623
H5 18.504 17.478 12.630  -0.501
H6 19.509 18.849 12.048  0.350
H7 18.112 18.455 11.234  -0.123
H8 18.888 16.615 10.416  -0.173
C3 20.489 13.977 10.216  -1.368
C4 19.427 13.008 9.712  2.218
C5 19.128 13.343 8.230  -0.132
C6 18.461 12.231 7.500  -0.644
C7 19.267 10.960 7.578  -1.442
C8 19.425 10.509 9.024  1.651
N1 20.046 11.699 9.748  0.436
O3 20.227 11.236 11.121  -0.401
C9 18.099 9.936 9.689  -1.508
C10 20.463 9.384 9.095  -1.963
C11 18.227 13.223 10.544  -0.363
H9 20.611 13.775 11.248  -0.618
H10 20.328 15.037 10.168  0.118
H11 21.535 13.766 9.826  0.427
H12 18.371 14.216 8.237  -1.081
H13 20.082 13.635 7.700  0.548
H14 18.267 12.533 6.487  0.630
H15 17.420 12.044 7.822  0.060
H16 20.261 11.158 7.212  0.375
H17 18.835 10.121 7.016  0.456
H18 18.193 9.885 10.779  0.272
H19 17.156 10.468 9.450  0.242
H20 17.944 8.905 9.392  0.491
H21 20.361 8.576 8.350  0.385
H22 21.490 9.796 8.885  0.399
H23 20.536 8.915 10.033  0.412
H24 17.420 12.600 10.108  0.378
H25 18.055 14.297 10.662  -0.115
H26 18.335 12.747 11.543  0.188
H27 20.873 11.873 11.452  0.205
C12 11.938 16.868 10.730  -2.052
C13 12.661 15.770 11.608  1.506
C14 12.801 14.498 10.767  -1.221
C15 13.861 13.553 11.343  -0.786
C16 15.175 14.240 11.691  0.454
C17 14.959 15.430 12.589  2.797
N2 14.002 16.290 11.825  1.330
O4 13.855 17.425 12.699  -0.714
C18 14.493 14.989 13.946  -1.793
C19 16.249 16.255 12.687  -0.107
C20 11.828 15.600 12.860  -1.732
H28 12.607 17.173 9.921  0.032
H29 11.726 17.720 11.317  0.437
H30 11.064 16.402 10.346  0.589
H31 11.856 13.944 10.669  0.245
H32 13.026 14.822 9.774  0.361
H33 13.967 12.779 10.575  0.529
H34 13.353 13.034 12.211  0.294
H35 15.700 14.541 10.774  -1.352
H36 15.870 13.548 12.263  0.120
H37 13.839 15.742 14.455  0.352
H38 14.002 14.058 13.902  0.318
H39 15.385 14.995 14.611  0.170
H40 16.579 16.587 11.701  -0.316
H41 16.341 17.151 13.324  0.238
H42 17.002 15.498 13.041  -1.157
H43 11.992 16.387 13.625  0.226
H44 11.913 14.629 13.332  0.290
H45 10.778 15.749 12.603  0.520
H46 14.600 18.038 12.438  0.430
C21 16.838 18.437 16.385  -1.850
C22 17.550 19.775 16.478  2.182
C23 18.260 19.982 15.125  0.902
C24 18.716 21.385 14.839  -0.041
C25 17.586 22.365 15.030  -1.899
C26 16.878 22.259 16.453  2.020
N3 16.439 20.896 16.587  0.111
O5 15.940 20.744 17.866  -0.552
C27 17.758 22.862 17.501  -1.815
C28 15.576 23.071 16.343  -2.120
C29 18.555 19.835 17.646  -1.421
H47 17.632 17.776 16.000  0.156
H48 15.957 18.424 15.783  0.620
H49 16.665 17.971 17.374  0.372
H50 19.145 19.299 15.108  -0.117
H51 17.507 19.652 14.331  -0.637
H52 19.022 21.529 13.774  -0.661
H53 19.545 21.685 15.492  0.742
H54 16.913 22.169 14.238  0.160
H55 18.117 23.310 15.071  0.506
H56 17.794 23.943 17.299  0.452
H57 17.458 22.610 18.499  0.407
H58 18.860 22.554 17.492  0.264
H59 15.163 23.227 17.367  0.441
H60 15.721 24.082 16.029  0.439
H61 14.853 22.564 15.737  0.427
H62 19.181 18.895 17.630  0.198
H63 18.072 19.768 18.590  0.471
H64 19.216 20.724 17.545  0.153
H65 15.026 20.400 17.688  0.380
C30 20.000 11.710 17.031  -2.230
C31 19.871 12.672 15.776  2.082
C32 18.423 12.662 15.302  -2.740
C33 18.045 13.834 14.442  1.729
C34 18.465 15.081 15.124  -0.610
C35 19.976 15.180 15.511  2.548
N4 20.273 14.003 16.307  0.090
O6 21.657 13.941 16.748  -0.566
C36 20.703 15.297 14.119  -0.685
C37 20.272 16.423 16.385  -1.822
C38 20.697 12.214 14.528  -0.979
H66 19.606 10.731 16.784  0.403
H67 19.357 12.139 17.725  0.579
H68 21.081 11.598 17.339  0.302
H69 18.337 11.787 14.690  0.528
H70 17.716 12.492 16.094  0.276
H71 17.003 13.817 14.146  0.106
H72 18.503 13.800 13.477  -0.793
H73 17.899 15.237 16.085  0.262
H74 18.242 15.919 14.529  0.015
H75 20.279 16.290 13.770  -0.240
H76 21.760 15.513 14.308  0.652
H77 20.428 14.562 13.374  -0.615
H78 19.744 17.317 16.097  -0.221
H79 19.963 16.165 17.434  0.516
H80 21.342 16.610 16.481  0.510
H81 21.764 12.442 14.732  0.108
H82 20.301 12.666 13.648  -0.294
H83 20.498 11.150 14.363  0.505
H84 22.235 13.946 15.988  0.416
C39 18.788 21.491 10.685  -0.289
C40 17.512 22.222 11.021  -0.552
O7 16.733 21.377 11.973  -0.279
C41 16.169 20.283 11.503  0.578
O8 15.649 19.556 12.303  -0.654
O9 16.164 20.125 10.158  -0.344
C42 15.103 19.262 9.593  -0.396
H85 19.386 21.480 11.552  0.054
H86 19.346 21.984 9.885  0.452
H87 18.593 20.499 10.216  -0.081
H88 16.786 22.421 10.198  0.450
H89 17.657 23.152 11.546  0.341
H90 14.078 19.569 9.753  0.368
H91 15.354 18.261 9.868  -0.195
H92 15.266 19.319 8.489  0.376
C43 15.166 14.648 7.794  -1.086
C44 14.893 16.128 8.022  0.381
O10 15.842 16.870 7.229  -0.432
C45 17.062 16.889 7.720  0.285
O11 17.405 16.430 8.795  0.289
O12 17.888 17.188 6.758  -0.438
C46 19.229 17.532 7.132  -0.528
H93 14.287 14.027 7.994  0.495
H94 15.922 14.262 8.448  -0.103
H95 15.500 14.450 6.781  0.462
H96 14.913 16.334 9.132  -0.358
H97 13.889 16.426 7.634  0.432
H98 19.299 18.617 7.336  0.253
H99 19.769 17.229 6.258  0.317
H100 19.523 17.072 8.072  0.121
C47 25.293 15.761 11.165  -1.274
C48 24.556 15.787 12.464  0.244
O13 24.992 14.632 13.266  -0.402
C49 24.348 13.451 13.051  0.712
O14 23.293 13.329 12.527  -0.284
O15 25.128 12.456 13.477  -0.396
C50 24.566 11.161 13.024  -0.570
H101 24.955 15.024 10.430  0.295
H102 26.385 15.677 11.282  0.347
H103 25.086 16.731 10.637  0.376
H104 23.476 15.705 12.411  -0.088
H105 24.702 16.572 13.171  0.382
H106 25.038 10.465 13.652  0.298
H107 24.799 11.043 11.986  0.312
H108 23.458 11.025 13.087  0.160